Entry from OMol25: a structure of composition C7H28FeO15S2 in a non-equilibrium geometry (ωB97M-V/def2-TZVPD).

Cartesian coordinates (Å):
1 Fe -15.313 2.666 -4.686
2 S -16.992 3.218 -2.731
3 O -16.061 4.103 -3.549
4 O -16.722 1.932 -3.481
5 O -16.488 3.101 -1.371
6 O -18.362 3.681 -2.855
7 S -14.288 0.125 -6.569
8 O -14.619 -1.245 -6.378
9 O -12.823 0.404 -6.720
10 O -14.623 0.726 -7.907
11 O -14.902 0.982 -5.529
12 C -13.315 5.050 -0.644
13 O -13.720 3.745 -1.024
14 H -13.336 5.200 0.436
15 H -12.315 5.207 -1.048
16 H -13.983 5.782 -1.112
17 H -14.684 3.688 -0.981
18 C -15.994 -0.911 -2.008
19 O -17.129 -0.223 -1.514
20 H -16.032 -1.929 -1.617
21 H -15.973 -0.948 -3.099
22 H -15.081 -0.452 -1.612
23 H -17.038 0.692 -1.809
24 C -20.457 5.967 -4.124
25 O -19.210 6.275 -3.518
26 H -20.924 5.100 -3.659
27 H -21.112 6.835 -4.013
28 H -20.327 5.846 -5.207
29 H -18.812 5.447 -3.214
30 C -19.669 3.010 0.053
31 O -19.348 2.857 1.426
32 H -20.681 3.396 -0.074
33 H -18.972 3.682 -0.445
34 H -19.612 2.079 -0.526
35 H -18.409 3.050 1.511
36 C -17.114 6.023 0.338
37 O -16.336 4.924 0.776
38 H -17.948 5.679 -0.281
39 H -17.530 6.531 1.209
40 H -16.540 6.746 -0.250
41 H -16.402 4.228 0.108
42 C -18.006 3.474 -6.080
43 O -16.707 2.876 -6.282
44 H -17.903 4.438 -5.586
45 H -18.519 3.582 -7.034
46 H -18.626 2.857 -5.430
47 H -16.718 2.457 -7.147
48 C -20.261 1.062 -3.716
49 O -20.622 2.427 -3.721
50 H -20.904 0.462 -3.068
51 H -20.247 0.679 -4.740
52 H -19.241 0.887 -3.347
53 H -19.912 2.926 -3.292

Summary:
Charge: -1
2S+1: 6
HOMO-LUMO gap (alpha / beta) (eV): 9.5 / 6.5

Entry from OMol25: a cluster of 7 separate species, C7H28N14O7 in total in a non-equilibrium geometry (ωB97M-V/def2-TZVPD).

Cartesian coordinates (Å):
1 N 1.868 -2.669 1.159
2 C 2.846 -2.556 0.241
3 N 3.354 -3.680 -0.023
4 O 3.268 -1.504 -0.130
5 H 1.613 -3.578 1.519
6 H 1.483 -1.858 1.621
7 H 4.185 -3.624 -0.594
8 H 3.056 -4.549 0.398
9 N 0.008 -3.764 -2.011
10 C -1.194 -3.641 -2.525
11 N -1.921 -2.756 -1.981
12 O -1.555 -4.309 -3.449
13 H 0.319 -3.030 -1.390
14 H 0.548 -4.598 -2.194
15 H -2.827 -2.655 -2.415
16 H -1.460 -2.249 -1.239
17 N 0.486 5.537 -0.668
18 C 0.013 4.526 0.036
19 N -0.850 4.967 0.978
20 O 0.412 3.373 -0.002
21 H -0.016 6.380 -0.427
22 H 1.230 5.468 -1.348
23 H -0.984 4.161 1.572
24 H -1.341 5.847 0.923
25 N -1.322 0.997 -0.607
26 C -0.499 0.023 -0.321
27 N 0.626 0.473 -0.255
28 O -0.804 -1.087 -0.121
29 H -1.238 1.987 -0.791
30 H -2.233 0.641 -0.355
31 H 1.402 -0.145 -0.067
32 H 0.725 1.468 -0.402
33 N 5.959 2.604 -0.204
34 C 5.459 1.593 0.479
35 N 4.163 1.623 0.569
36 O 6.233 0.741 0.925
37 H 5.218 3.181 -0.575
38 H 6.870 2.638 -0.639
39 H 3.819 2.483 0.973
40 H 3.648 0.790 0.817
41 N -1.617 -4.562 3.274
42 C -0.870 -4.348 2.250
43 N -1.538 -3.404 1.599
44 O 0.264 -4.650 1.992
45 H -1.099 -4.884 4.080
46 H -2.495 -4.065 3.330
47 H -0.995 -2.741 1.066
48 H -2.502 -3.250 1.859
49 N -4.052 2.200 -0.766
50 C -5.052 2.728 -1.288
51 N -5.801 3.506 -0.581
52 O -5.187 2.567 -2.500
53 H -3.787 1.453 -1.392
54 H -3.861 2.455 0.193
55 H -5.644 3.496 0.417
56 H -6.328 4.253 -1.010

Summary:
Charge: 0
Energy relative to the best compared isomer or geometry (same formula, charge and spin) (kcal per mole): 142.6
HOMO-LUMO gap (eV): 8.2

Entry from OMol25: a structure of composition C7H28N14O7Tl in a non-equilibrium geometry (ωB97M-V/def2-TZVPD).

Cartesian coordinates (Å):
1 Tl 1.158 1.072 0.034
2 C -4.146 0.904 3.004
3 O -3.135 0.498 2.388
4 N -4.142 1.761 3.979
5 N -5.340 0.614 2.554
6 H -3.307 2.255 4.261
7 H -5.006 1.947 4.468
8 H -5.473 -0.019 1.778
9 H -6.058 0.835 3.228
10 C -3.012 5.614 0.661
11 O -2.333 4.685 0.321
12 N -2.800 6.806 0.303
13 N -4.207 5.423 1.111
14 H -1.917 7.047 -0.125
15 H -3.458 7.533 0.544
16 H -4.437 4.494 1.432
17 H -4.873 6.183 1.085
18 C 5.240 3.214 -4.013
19 O 4.805 2.546 -3.098
20 N 4.504 3.614 -4.985
21 N 6.372 3.804 -4.201
22 H 3.513 3.484 -4.843
23 H 5.035 4.139 -5.665
24 H 7.151 3.597 -3.592
25 H 6.480 4.492 -4.932
26 C 1.452 -2.321 4.918
27 O 2.082 -1.659 4.081
28 N 0.399 -3.064 4.745
29 N 1.707 -2.203 6.178
30 H 0.290 -3.435 3.812
31 H -0.023 -3.632 5.465
32 H 1.111 -2.771 6.763
33 H 2.386 -1.568 6.574
34 C -4.184 -0.194 -3.181
35 O -3.137 -0.079 -2.576
36 N -5.129 0.630 -3.218
37 N -4.615 -1.205 -3.805
38 H -5.889 0.441 -3.856
39 H -5.126 1.448 -2.625
40 H -4.303 -2.104 -3.467
41 H -5.564 -1.110 -4.137
42 C -0.290 -4.759 -1.222
43 O 0.115 -3.732 -0.690
44 N -1.474 -5.205 -1.166
45 N 0.433 -5.579 -1.878
46 H -1.787 -5.826 -1.898
47 H -2.021 -4.406 -0.880
48 H 1.360 -5.233 -2.085
49 H -0.064 -6.275 -2.414
50 C 6.011 -2.577 -0.050
51 O 5.050 -1.890 -0.291
52 N 7.097 -2.650 -0.778
53 N 6.089 -3.330 1.010
54 H 7.844 -3.283 -0.529
55 H 7.185 -1.930 -1.481
56 H 7.010 -3.652 1.269
57 H 5.370 -3.387 1.716

Summary:
Charge: +3
Energy relative to the best compared isomer or geometry (same formula, charge and spin) (kcal per mole): 210.0
HOMO-LUMO gap (eV): 1.5

Entry from OMol25: a cluster of 7 separate species, C7H28N6O7 in total in a non-equilibrium geometry (ωB97M-V/def2-TZVPD).

Cartesian coordinates (Å):
1 N -4.153 0.580 2.857
2 C -2.989 -0.200 2.916
3 N -2.570 -0.599 4.121
4 O -2.446 -0.492 1.833
5 H -4.679 0.375 2.000
6 H -4.715 0.601 3.697
7 H -2.985 -0.064 4.890
8 H -1.580 -0.850 4.257
9 N 1.261 0.418 -1.420
10 C 0.851 -0.075 -0.203
11 N -0.299 -0.685 -0.025
12 O 1.649 0.098 0.762
13 H 2.253 0.662 -1.379
14 H 0.864 0.021 -2.231
15 H -0.732 -0.659 0.898
16 H -0.896 -0.707 -0.847
17 N 1.545 -0.770 3.558
18 C 0.619 0.141 4.029
19 N 0.434 1.283 3.294
20 O -0.045 -0.162 4.999
21 H 1.342 -1.688 3.886
22 H 2.012 -0.631 2.683
23 H 0.178 2.092 3.831
24 H 1.151 1.360 2.596
25 C -1.990 3.318 -2.446
26 O -2.805 2.544 -3.344
27 H -2.379 3.165 -1.425
28 H -0.986 2.956 -2.464
29 H -2.037 4.343 -2.716
30 H -2.346 2.648 -4.207
31 C -2.062 -1.608 -3.395
32 O -0.782 -1.689 -2.782
33 H -2.740 -2.437 -3.028
34 H -2.574 -0.715 -3.002
35 H -2.002 -1.499 -4.491
36 H -0.224 -2.194 -3.377
37 C 2.287 -3.737 -2.595
38 O 1.703 -2.887 -3.576
39 H 2.014 -4.806 -2.786
40 H 3.338 -3.625 -2.554
41 H 1.805 -3.376 -1.669
42 H 2.293 -2.847 -4.307
43 C 4.043 2.369 0.634
44 O 3.985 1.226 -0.200
45 H 3.074 2.856 0.602
46 H 4.321 2.192 1.687
47 H 4.686 3.153 0.233
48 H 3.311 0.601 0.204

Summary:
Charge: 0
Energy relative to the best compared isomer or geometry (same formula, charge and spin) (kcal per mole): 4.6
HOMO-LUMO gap (eV): 10.0

Entry from OMol25: a cluster of 7 separate species, C7H28O7 in total in a non-equilibrium geometry (ωB97M-V/def2-TZVPD).

Cartesian coordinates (Å):
1 C 1.620 -0.510 -3.190
2 O 0.332 -0.761 -3.682
3 H 2.396 -1.217 -3.452
4 H 1.838 0.511 -3.494
5 H 1.600 -0.432 -2.079
6 H 0.285 -1.605 -4.104
7 C -0.746 0.246 -0.546
8 O -0.637 0.238 0.870
9 H 0.100 0.815 -0.892
10 H -0.764 -0.743 -1.022
11 H -1.622 0.859 -0.820
12 H -0.810 -0.656 1.171
13 C 4.186 1.595 0.035
14 O 2.804 1.306 -0.106
15 H 4.647 1.430 0.998
16 H 4.707 1.121 -0.782
17 H 4.263 2.678 -0.234
18 H 2.334 1.647 0.650
19 C -4.417 0.308 1.152
20 O -4.721 1.245 2.153
21 H -5.277 -0.363 1.178
22 H -4.286 0.738 0.125
23 H -3.457 -0.261 1.354
24 H -3.947 1.815 2.224
25 C -0.440 -3.249 -0.133
26 O -0.781 -2.476 1.023
27 H -1.205 -3.173 -0.900
28 H 0.440 -2.782 -0.582
29 H -0.191 -4.286 0.118
30 H -1.642 -2.841 1.255
31 C -1.749 3.508 0.556
32 O -2.268 2.622 1.549
33 H -0.755 3.850 0.858
34 H -1.676 3.078 -0.420
35 H -2.391 4.386 0.512
36 H -1.676 1.864 1.522
37 C 2.293 -1.994 1.463
38 O 2.254 -1.536 0.096
39 H 3.269 -2.095 1.842
40 H 1.697 -1.302 2.025
41 H 1.732 -2.927 1.556
42 H 2.663 -0.650 0.156

Summary:
Charge: 0
Energy relative to the best compared isomer or geometry (same formula, charge and spin) (kcal per mole): 80.7
HOMO-LUMO gap (eV): 10.1

Entry from OMol25: a cluster of 7 separate species, C7H28O7 in total in a non-equilibrium geometry (ωB97M-V/def2-TZVPD).

Cartesian coordinates (Å):
1 C 12.827 -48.952 7.779
2 O 12.040 -49.441 6.605
3 H 12.681 -47.880 7.716
4 H 13.850 -49.535 7.922
5 H 12.504 -49.532 8.738
6 H 11.059 -49.441 6.681
7 C 8.783 -44.008 6.411
8 O 9.305 -45.176 6.943
9 H 8.924 -43.256 7.031
10 H 7.642 -44.226 6.472
11 H 9.053 -43.943 5.150
12 H 9.103 -45.319 7.822
13 C 8.031 -45.143 1.065
14 O 9.023 -46.123 0.842
15 H 8.012 -44.472 0.286
16 H 8.171 -44.606 2.044
17 H 6.964 -45.313 1.055
18 H 8.621 -46.534 0.189
19 C 13.728 -48.834 3.495
20 O 13.355 -48.462 2.228
21 H 13.133 -49.653 3.762
22 H 13.607 -48.155 4.292
23 H 14.762 -48.987 3.231
24 H 12.752 -47.943 2.315
25 C 10.958 -46.807 3.740
26 O 11.192 -46.823 2.407
27 H 10.084 -46.284 3.951
28 H 11.683 -46.326 4.184
29 H 10.982 -48.016 4.108
30 H 10.393 -46.522 1.940
31 C 11.541 -42.618 3.774
32 O 12.636 -43.039 4.390
33 H 11.687 -42.486 2.698
34 H 11.175 -41.836 4.348
35 H 10.803 -43.470 3.834
36 H 12.520 -43.457 5.245
37 C 9.488 -49.864 2.481
38 O 8.524 -50.704 1.825
39 H 10.388 -50.356 2.307
40 H 9.423 -49.722 3.544
41 H 9.390 -48.860 1.897
42 H 8.562 -51.582 2.156

Summary:
Charge: 0
Energy relative to the best compared isomer or geometry (same formula, charge and spin) (kcal per mole): 224.7
HOMO-LUMO gap (eV): 9.7

Number 1: E_tot -94483.4322 eV. Number 2: E_tot -42909.0193 eV. Number 3: E_tot -47570.6049 eV. Number 4: E_tot -30987.9893 eV. Number 5: E_tot -22042.3804 eV. Number 6: E_tot -22036.1338 eV.